Density functional theory data (wB97M-V/def2-TZVPD) for a structure of composition C20H25FN2O2Os.

Last column: Löwdin charge in e.
Geometry (Å):
Os  -1.64586  -0.89499  -0.23884  1.5782
C  -0.61787  -3.12890  -0.79684  -0.1072
C  0.88655  -2.85199  -0.81710  -0.3493
C  1.55269  -3.22029  0.51092  -0.0208
C  1.18714  -1.45624  -1.33141  -0.1510
C  1.84483  -1.29954  -2.53120  0.0076
C  2.10562  -0.02640  -3.03903  0.0154
C  1.68583  1.11008  -2.36309  0.0143
C  1.01017  1.03144  -1.15421  -0.1155
C  0.55306  2.29864  -0.46400  -0.3696
C  1.75160  3.14946  -0.02465  -0.0290
C  -0.35755  3.11570  -1.38948  -0.0373
C  0.78403  -0.27568  -0.63612  -0.2044
N  0.11980  -0.44661  0.60559  -0.0662
C  0.52472  -0.06392  1.81547  -0.2049
C  1.83748  0.40282  2.09267  0.0247
C  2.17175  0.75187  3.37170  -0.0152
C  1.22946  0.64758  4.41079  0.0208
C  -0.06273  0.17005  4.17659  0.0463
C  -0.38759  -0.17775  2.90032  -0.1800
F  -1.60595  -0.67086  2.60740  0.0650
H  -0.83827  -4.18397  -0.61919  0.1246
H  -1.11588  -2.86441  -1.73728  0.0914
H  -1.12269  -2.72932  0.14376  0.0423
H  1.28390  -3.53120  -1.57478  0.1480
H  1.09697  -2.71421  1.36228  0.0723
H  2.61260  -2.97015  0.48946  0.1023
H  1.47052  -4.29366  0.68175  0.0997
H  2.17199  -2.17339  -3.07999  0.1335
H  2.63546  0.07429  -3.97713  0.1320
H  1.88854  2.08435  -2.78735  0.1321
H  -0.02932  2.03495  0.41949  0.1136
H  2.33529  3.47494  -0.88643  0.0917
H  2.41980  2.61369  0.64966  0.0664
H  1.39669  4.04163  0.49012  0.0990
H  0.19828  3.52658  -2.23303  0.0894
H  -0.78581  3.95108  -0.83686  0.1010
H  -1.17988  2.51883  -1.78414  0.0730
H  2.55258  0.46218  1.28261  0.1319
H  3.16898  1.10640  3.59170  0.1314
H  1.50931  0.93381  5.41545  0.1338
H  -0.78961  0.07446  4.97130  0.1447
N  -3.62898  -1.17969  -1.02389  -0.0872
C  -4.34689  0.13591  -1.07684  -0.0825
C  -3.57458  1.21996  -0.34770  -0.5362
O  -3.98443  2.31220  -0.16432  0.2017
O  -2.32855  0.83829  0.08978  -0.2160
H  -3.60985  -1.59342  -1.95541  0.1205
H  -4.16655  -1.83867  -0.46236  0.1241
H  -5.33712  0.05422  -0.63415  0.1503
H  -4.46966  0.44988  -2.11204  0.1496

Multiplicity: 5
Energy above the lowest of the compared OMol25 structures with the same formula, charge and spin, kJ/mol: 0.0
Frontier orbital gap (spin up / spin down), eV: 8.8 / 6.5
Total charge: +2
E, Ha: -1226.982497